No. 1
H20NO13 | the ωB97M-V functional and the def2-TZVPD basis

Last column: Löwdin charge in e.
Atoms and positions in Å:
N: 12.6250 35.6080 2.8380  -0.431
O: 12.0650 36.3700 3.6390  -0.047
O: 11.9320 34.6550 2.3140  -0.032
O: 13.9150 35.4800 2.8930  -0.048
O: 9.3390 34.9720 3.8950  -0.020
H: 8.7110 35.6340 4.0950  0.022
H: 10.0130 35.3530 3.3480  -0.011
O: 10.1950 38.1920 2.7260  -0.047
H: 10.8400 37.6860 3.2030  -0.022
H: 9.6790 38.6380 3.4080  0.051
O: 11.8080 31.7000 0.9350  -0.111
H: 12.5130 31.0900 0.7110  0.006
H: 12.3600 32.5890 0.8900  0.063
O: 11.0990 34.6250 6.2110  -0.052
H: 11.7900 35.2500 5.9350  -0.008
H: 10.4260 34.6370 5.5690  -0.044
O: 14.5840 32.5300 1.9970  -0.184
H: 14.2160 33.5080 2.2510  0.070
H: 15.1530 31.9590 2.6450  0.088
O: 10.2840 34.2460 -0.0430  -0.128
H: 10.9090 34.3500 0.7430  0.003
H: 9.7990 35.1300 -0.1000  0.057
O: 13.6030 32.7700 4.9750  -0.140
H: 14.4530 33.3750 4.9190  0.084
H: 13.2860 33.0130 4.0260  0.036
O: 15.9200 37.0830 3.9780  -0.096
H: 15.2330 36.5160 3.5790  -0.021
H: 16.4760 37.3620 3.2250  0.036
O: 13.1380 36.9000 6.1990  -0.097
H: 12.6450 37.0570 5.3410  0.029
H: 13.9490 37.4500 6.2680  0.050
O: 12.4870 38.6830 1.0020  -0.045
H: 12.1230 37.9630 1.4150  -0.066
H: 11.6190 39.1690 1.0160  0.055

Its total charge is -1. For the energy above the lowest of the compared OMol25 structures with the same formula, charge and spin, the calculation gives 68.34 kcal per mole. The orbital gap is 0.3681 hartree. Its electronic energy is -1044.8002 hartree.

---

No. 2
H20NO13 | the ωB97M-V functional and the def2-TZVPD basis

Last column: Löwdin charge in e.
Atoms and positions in Å:
N: 0.2204 0.0685 -0.4326  -0.524
O: -0.1856 0.7565 -1.3246  0.022
O: -0.1826 0.1435 0.7194  -0.061
O: 0.5504 -1.1385 -0.7396  -0.069
O: -2.6616 -0.7055 -0.4046  0.008
H: -2.0056 -0.7315 0.3164  0.033
H: -3.0866 0.0345 -0.4976  -0.100
O: -2.8696 0.4445 2.3924  -0.023
H: -3.1936 0.2785 3.2884  0.046
H: -1.9646 0.6235 2.3684  -0.030
O: -0.6686 -1.2885 -3.5566  -0.003
H: -1.4426 -0.8345 -3.4756  -0.029
H: -0.2846 -1.2375 -2.7096  -0.037
O: 3.1924 -1.2985 -0.8026  -0.148
H: 3.1484 -0.7945 -1.8046  0.152
H: 3.8354 -1.9875 -1.0136  0.007
O: -0.0276 2.4485 2.4814  0.114
H: 0.0374 2.2175 1.6794  -0.096
H: 0.1534 3.2525 2.2584  -0.033
O: 2.9394 1.0295 2.5884  -0.097
H: 2.8914 0.1055 2.2984  0.026
H: 2.0444 1.2465 2.1784  0.030
O: 0.3864 -4.1135 -1.7006  -0.129
H: 0.3064 -4.5335 -0.8076  0.040
H: 0.3794 -3.0985 -1.4966  0.047
O: -2.7106 1.9245 -1.3146  -0.017
H: -1.9476 1.5505 -1.4976  -0.104
H: -3.4176 1.6145 -1.9656  0.096
O: 1.7704 3.1925 -1.8226  -0.047
H: 2.6264 2.9315 -1.4556  0.037
H: 1.3704 2.5765 -1.2346  -0.023
O: 0.3544 -1.9245 2.4234  -0.107
H: 0.1624 -1.2165 1.7464  -0.010
H: 0.2804 -1.5375 3.3164  0.028

Its total charge is -1. For the energy above the lowest of the compared OMol25 structures with the same formula, charge and spin, the calculation gives 131.93 kcal per mole. The orbital gap is 0.3425 hartree. Its electronic energy is -1044.6988 hartree.

---

The lowest orbital gap belongs to which entry?
number 2

---

What is the orbital gap in the second record?
0.3425 hartree

---

The highest electronic energy belongs to which entry?
number 2